Record 1
Molecular formula: C31H59BrN2O26P3
Method: DFT, ωB97M-V with the def2-TZVPD basis set

Each line ends with the Mulliken charge.
Cartesian coordinates (Å):
1 N -0.705 5.759 -5.139  -0.301
2 C 0.312 4.733 -4.857  -0.007
3 C 0.275 4.112 -3.405  1.006
4 C -0.789 4.512 -2.295  -0.052
5 O -0.861 5.691 -1.891  -0.468
6 O -1.657 3.535 -1.692  -0.318
7 Br -0.849 2.838 -0.200  0.115
8 C 1.371 3.066 -3.075  -0.544
9 C 2.391 2.693 -4.166  -0.229
10 N 2.364 3.282 -5.508  0.207
11 P 3.672 2.706 -6.605  -0.200
12 P 5.463 3.919 -6.291  1.033
13 O 5.672 4.980 -7.393  -0.581
14 O 6.870 2.912 -6.294  -0.476
15 O 5.487 4.733 -4.788  -0.507
16 C 1.377 4.274 -5.920  0.046
17 C 1.369 4.903 -7.409  -0.758
18 P -0.334 4.912 -8.227  0.885
19 O -1.015 6.294 -8.053  -0.521
20 O -1.358 3.654 -7.741  -0.527
21 O -0.121 4.722 -9.931  -0.541
22 H -1.538 5.359 -5.591  0.198
23 H -0.974 6.269 -4.285  0.377
24 H 1.402 2.600 -2.021  0.254
25 H 3.211 1.937 -3.879  0.378
26 H 3.949 1.344 -6.215  0.150
27 H 6.638 2.062 -6.754  0.321
28 H 6.230 5.384 -4.893  0.346
29 H 2.083 4.362 -8.124  0.484
30 H 1.789 5.977 -7.308  0.415
31 H -2.277 4.034 -7.696  0.369
32 H 0.800 5.045 -10.081  0.345
33 C -1.638 -4.383 -1.798  -1.135
34 C -1.754 -3.373 -0.673  -0.039
35 O -1.234 -2.095 -1.069  -0.346
36 C -2.030 -1.368 -1.867  0.690
37 O -3.123 -1.686 -2.266  -0.551
38 O -1.386 -0.224 -2.171  -0.224
39 C -2.085 0.600 -3.101  -0.402
40 H -0.607 -4.440 -2.159  0.292
41 H -1.952 -5.374 -1.462  0.369
42 H -2.256 -4.099 -2.652  0.238
43 H -1.154 -3.707 0.177  0.254
44 H -2.785 -3.278 -0.319  0.321
45 H -3.104 0.804 -2.765  0.347
46 H -2.092 0.125 -4.085  0.352
47 H -1.552 1.549 -3.178  -0.104
48 C -4.725 11.282 -2.759  -1.084
49 C -4.861 9.775 -2.653  -0.139
50 O -5.125 9.188 -3.934  -0.368
51 C -4.067 9.080 -4.752  0.771
52 O -2.934 9.422 -4.502  -0.566
53 O -4.487 8.548 -5.912  -0.338
54 C -3.472 8.471 -6.914  -0.441
55 H -5.602 11.713 -3.248  0.292
56 H -4.613 11.730 -1.770  0.358
57 H -3.857 11.561 -3.361  0.305
58 H -5.714 9.532 -2.015  0.292
59 H -3.978 9.320 -2.195  0.269
60 H -2.586 7.952 -6.544  0.149
61 H -3.214 9.476 -7.257  0.306
62 H -3.873 7.909 -7.758  0.211
63 C -2.467 -4.287 6.635  -0.899
64 C -2.349 -5.134 5.382  -0.175
65 O -2.502 -4.335 4.201  -0.366
66 C -1.435 -3.600 3.859  0.819
67 O -0.379 -3.559 4.444  -0.567
68 O -1.750 -2.889 2.761  -0.342
69 C -0.729 -1.982 2.348  -0.676
70 H -3.400 -3.718 6.628  0.287
71 H -2.439 -4.913 7.529  0.365
72 H -1.654 -3.560 6.702  0.135
73 H -3.155 -5.872 5.367  0.297
74 H -1.406 -5.687 5.355  0.291
75 H 0.228 -2.493 2.221  0.341
76 H -0.639 -1.171 3.074  0.375
77 H -1.023 -1.558 1.387  0.122
78 C -3.919 -11.313 -2.033  -1.097
79 C -4.035 -10.299 -0.910  -0.165
80 O -3.513 -9.024 -1.309  -0.353
81 C -4.310 -8.298 -2.109  0.712
82 O -5.404 -8.617 -2.506  -0.552
83 O -3.665 -7.157 -2.416  -0.245
84 C -4.365 -6.334 -3.348  -0.496
85 H -2.889 -11.372 -2.393  0.291
86 H -4.235 -12.301 -1.694  0.358
87 H -4.538 -11.030 -2.888  0.314
88 H -3.434 -10.630 -0.060  0.285
89 H -5.065 -10.201 -0.558  0.307
90 H -5.383 -6.129 -3.013  0.324
91 H -4.373 -6.811 -4.331  0.315
92 H -3.831 -5.387 -3.428  0.023
93 C 0.512 0.155 11.301  -1.100
94 C 0.418 0.936 10.004  -0.147
95 O 1.428 0.520 9.075  -0.366
96 C 1.192 -0.642 8.447  0.745
97 O 0.221 -1.346 8.590  -0.552
98 O 2.239 -0.904 7.645  -0.307
99 C 2.161 -2.169 6.989  -0.615
100 H 1.521 0.222 11.717  0.296
101 H -0.200 0.538 12.035  0.354
102 H 0.304 -0.905 11.142  0.308
103 H 0.595 1.996 10.205  0.290
104 H -0.576 0.856 9.555  0.299
105 H 1.219 -2.280 6.449  0.355
106 H 2.283 -2.972 7.719  0.316
107 H 2.979 -2.228 6.270  0.112
108 C 5.891 -1.608 6.802  -1.020
109 C 7.389 -1.434 6.967  -0.389
110 O 7.988 -2.608 7.526  -0.333
111 C 8.154 -3.634 6.677  0.772
112 O 7.854 -3.646 5.506  -0.559
113 O 8.691 -4.659 7.359  -0.333
114 C 8.828 -5.855 6.592  -0.627
115 H 5.432 -1.905 7.749  0.324
116 H 5.429 -0.680 6.460  0.403
117 H 5.660 -2.393 6.078  0.330
118 H 7.584 -0.618 7.668  0.312
119 H 7.871 -1.167 6.022  0.325
120 H 9.378 -5.672 5.667  0.287
121 H 7.842 -6.273 6.378  0.290
122 H 9.388 -6.575 7.190  0.227

Output
E_HOMO in eV: -11.899
Charge: +1
HOMO-LUMO gap in eV: 6.13
Energy above the lowest of the compared OMol25 structures with the same formula, charge and spin in kcal/mol: 92.05
Lowest unoccupied orbital energy in hartree: -0.21194

Record 2
Molecular formula: C31H59ClN5O6
Method: DFT, ωB97M-V with the def2-TZVPD basis set

Each line ends with the Mulliken charge.
Cartesian coordinates (Å):
1 C 3.772 2.977 4.011  0.249
2 C 3.943 3.651 3.040  -0.654
3 C 4.072 4.517 1.866  0.079
4 C 5.294 4.155 1.088  0.192
5 N 5.281 3.201 0.157  -0.544
6 C 6.523 3.164 -0.317  0.630
7 N 6.948 2.353 -1.289  -0.259
8 Cl 5.888 1.261 -1.998  0.036
9 N 7.298 4.080 0.301  -0.320
10 N 6.496 4.719 1.206  0.495
11 C 6.986 5.780 2.084  -0.625
12 C 7.533 6.971 1.303  -0.516
13 N 6.494 7.836 0.748  -0.541
14 H 3.608 2.406 4.894  0.436
15 H 4.093 5.558 2.191  0.242
16 H 3.213 4.371 1.202  -0.080
17 H 7.898 2.352 -1.623  0.232
18 H 8.267 4.311 0.155  0.200
19 H 6.120 6.100 2.659  0.296
20 H 7.735 5.375 2.765  0.272
21 H 8.175 6.633 0.486  0.342
22 H 8.161 7.553 1.979  0.333
23 H 5.573 7.631 1.112  0.248
24 H 6.455 7.789 -0.260  0.257
25 C 3.882 -3.620 -3.047  -0.470
26 C 4.495 -2.257 -2.726  -0.501
27 C 5.915 -2.648 -2.329  -0.366
28 O 6.239 -3.811 -3.080  -0.426
29 C 5.056 -4.337 -3.696  -0.231
30 H 3.011 -3.569 -3.697  0.386
31 H 3.590 -4.129 -2.126  0.176
32 H 4.512 -1.635 -3.625  0.246
33 H 3.972 -1.712 -1.941  0.366
34 H 5.973 -2.888 -1.261  0.280
35 H 6.650 -1.869 -2.547  0.227
36 H 5.101 -4.132 -4.771  0.260
37 H 5.024 -5.415 -3.552  0.091
38 C -1.353 3.108 0.445  -0.125
39 C -1.251 3.315 1.956  -0.693
40 C 0.254 3.254 2.173  -0.447
41 O 0.853 3.769 0.978  -0.318
42 C -0.141 3.878 -0.053  -0.612
43 H -2.284 3.472 0.015  0.335
44 H -1.262 2.053 0.196  0.020
45 H -1.635 4.300 2.233  0.302
46 H -1.788 2.566 2.536  0.338
47 H 0.592 2.222 2.318  0.258
48 H 0.591 3.850 3.023  0.343
49 H -0.372 4.938 -0.204  0.297
50 H 0.266 3.476 -0.981  0.285
51 C 2.820 -8.846 -1.528  -0.595
52 C 2.188 -9.344 -2.827  -0.546
53 C 2.021 -8.045 -3.604  -0.477
54 O 3.092 -7.192 -3.192  -0.339
55 C 3.733 -7.739 -2.037  -0.390
56 H 3.360 -9.616 -0.980  0.339
57 H 2.052 -8.433 -0.870  0.279
58 H 2.877 -10.011 -3.348  0.269
59 H 1.246 -9.871 -2.683  0.334
60 H 1.070 -7.558 -3.363  0.278
61 H 2.074 -8.182 -4.684  0.263
62 H 4.711 -8.135 -2.329  0.304
63 H 3.888 -6.941 -1.308  0.262
64 C -4.210 -0.257 -2.520  -0.337
65 C -3.087 -1.290 -2.443  -0.628
66 C -1.878 -0.408 -2.162  -0.560
67 O -2.360 0.705 -1.408  -0.327
68 C -3.796 0.731 -1.441  -0.037
69 H -5.201 -0.667 -2.345  0.035
70 H -4.207 0.227 -3.499  0.278
71 H -3.261 -1.972 -1.608  0.273
72 H -2.972 -1.883 -3.349  0.366
73 H -1.432 -0.039 -3.093  0.329
74 H -1.102 -0.917 -1.587  0.265
75 H -4.179 0.430 -0.462  0.045
76 H -4.130 1.748 -1.643  0.281
77 C -8.308 1.596 0.810  -0.559
78 C -8.665 0.289 0.109  -0.334
79 C -7.905 0.419 -1.204  -0.540
80 O -6.741 1.196 -0.914  -0.326
81 C -6.860 1.784 0.387  -0.232
82 H -8.427 1.563 1.892  0.238
83 H -8.927 2.407 0.419  0.364
84 H -8.278 -0.555 0.680  0.055
85 H -9.735 0.144 -0.036  0.378
86 H -8.501 0.942 -1.959  0.242
87 H -7.597 -0.544 -1.616  0.299
88 H -6.185 1.264 1.075  0.120
89 H -6.562 2.833 0.330  0.305
90 C -6.628 -1.535 5.262  -0.596
91 C -7.783 -2.112 4.446  -0.628
92 C -8.124 -0.942 3.534  -0.369
93 O -6.904 -0.230 3.310  -0.245
94 C -5.903 -0.696 4.218  -0.491
95 H -5.987 -2.292 5.712  0.343
96 H -7.013 -0.896 6.060  0.269
97 H -7.436 -2.963 3.856  0.287
98 H -8.629 -2.437 5.048  0.363
99 H -8.838 -0.263 4.011  0.273
100 H -8.535 -1.261 2.577  0.225
101 H -5.173 -1.296 3.663  0.301
102 H -5.387 0.166 4.645  0.273

Output
E_HOMO in eV: -10.517
Charge: +1
HOMO-LUMO gap in eV: 7.63
Lowest unoccupied orbital energy in hartree: -0.10620

Record 3
Molecular formula: C31H60AsF3MgN7OS3Si3
Method: DFT, ωB97M-V with the def2-TZVPD basis set

Each line ends with the Mulliken charge.
Cartesian coordinates (Å):
1 Mg -0.150 0.336 0.002  1.588
2 C 3.430 0.482 4.701  -1.011
3 C 2.036 -0.114 4.830  -0.419
4 N 1.003 0.745 4.272  -0.145
5 C 0.694 0.840 2.960  -0.475
6 S 1.247 -0.401 1.879  -0.418
7 N -0.004 1.924 2.645  -1.707
8 N -0.372 1.975 1.342  1.638
9 C -0.896 3.059 0.893  0.379
10 C -1.071 4.304 1.701  -2.095
11 C -1.384 3.000 -0.505  0.953
12 C -2.087 4.055 -1.073  -1.143
13 C -2.550 3.939 -2.375  -0.965
14 C -2.298 2.773 -3.075  -0.968
15 C -1.590 1.765 -2.440  -1.055
16 N -1.145 1.868 -1.192  1.253
17 H 4.172 -0.177 5.152  0.417
18 H 3.491 1.450 5.200  0.349
19 H 3.687 0.620 3.649  0.085
20 H 1.782 -0.294 5.875  0.510
21 H 1.989 -1.072 4.316  0.052
22 H 0.778 1.585 4.787  0.287
23 H -0.481 4.239 2.609  0.446
24 H -2.119 4.444 1.980  0.361
25 H -0.763 5.180 1.129  0.440
26 H -2.273 4.954 -0.505  0.581
27 H -3.100 4.751 -2.831  0.466
28 H -2.637 2.636 -4.092  0.566
29 H -1.372 0.829 -2.940  0.564
30 C -0.847 -4.582 3.875  -1.206
31 C -0.297 -3.360 3.164  -0.395
32 S -1.569 -2.381 2.338  1.183
33 O -2.503 -3.378 1.695  -1.123
34 C -2.420 -1.742 3.827  -0.655
35 C -3.906 -2.050 3.779  -1.211
36 H -0.026 -5.208 4.223  0.455
37 H -1.468 -5.169 3.199  0.276
38 H -1.449 -4.313 4.743  0.282
39 H 0.405 -3.628 2.372  0.269
40 H 0.220 -2.663 3.826  0.138
41 H -2.221 -0.669 3.830  0.185
42 H -1.953 -2.167 4.714  0.704
43 H -4.373 -1.630 2.889  0.170
44 H -4.393 -1.624 4.656  0.423
45 H -4.081 -3.124 3.765  0.315
46 F -7.238 0.158 2.595  -0.248
47 C -6.894 0.780 1.456  0.635
48 F -7.198 2.078 1.603  -0.260
49 F -7.662 0.289 0.478  -0.285
50 C -5.425 0.595 1.171  0.192
51 C -4.988 -0.173 0.110  -1.157
52 C -3.619 -0.305 -0.082  -0.485
53 N -2.708 0.262 0.703  1.337
54 C -3.150 0.983 1.741  -0.578
55 C -4.491 1.183 2.011  -1.399
56 H -5.685 -0.651 -0.562  0.573
57 H -3.233 -0.870 -0.919  0.261
58 H -2.395 1.419 2.384  0.544
59 H -4.796 1.783 2.857  0.570
60 C -2.934 -4.461 -3.549  -1.152
61 N -2.067 -3.357 -3.186  -0.080
62 C -1.902 -2.898 -1.937  -0.228
63 N -2.594 -3.469 -0.964  0.099
64 S -0.776 -1.623 -1.730  0.009
65 H -2.909 -4.580 -4.628  0.365
66 H -3.968 -4.265 -3.257  0.337
67 H -2.599 -5.397 -3.097  0.337
68 H -1.521 -2.898 -3.894  0.216
69 H -3.187 -4.257 -1.163  0.244
70 H -2.494 -3.217 0.035  -0.006
71 C 4.031 0.544 -4.757  -1.023
72 Si 2.309 0.439 -4.036  0.309
73 C 1.497 -1.108 -4.711  -0.664
74 C 1.386 1.970 -4.600  -0.843
75 As 2.177 0.359 -1.665  0.642
76 Si 3.623 -1.401 -0.960  0.423
77 C 2.502 -2.842 -0.552  -0.369
78 C 4.827 -1.913 -2.298  -1.207
79 C 4.628 -0.898 0.533  -0.451
80 Si 3.211 2.408 -1.026  0.122
81 C 3.651 2.393 0.791  -0.804
82 C 1.919 3.747 -1.289  -0.474
83 C 4.737 2.809 -2.033  -1.160
84 H 3.894 0.550 -5.845  0.352
85 H 4.656 -0.313 -4.519  0.315
86 H 4.567 1.453 -4.493  0.294
87 H 1.301 -0.970 -5.777  0.469
88 H 0.562 -1.331 -4.199  -0.188
89 H 2.157 -1.972 -4.604  0.285
90 H 1.286 1.950 -5.688  0.471
91 H 1.939 2.875 -4.342  0.279
92 H 0.388 2.052 -4.170  0.024
93 H 1.953 -3.181 -1.432  0.229
94 H 1.766 -2.577 0.209  -0.339
95 H 3.100 -3.675 -0.173  0.472
96 H 4.338 -2.306 -3.190  0.302
97 H 5.461 -2.706 -1.891  0.400
98 H 5.481 -1.092 -2.590  0.288
99 H 4.032 -0.442 1.322  -0.334
100 H 5.432 -0.213 0.254  0.306
101 H 5.093 -1.803 0.934  0.442
102 H 2.862 1.951 1.401  -0.144
103 H 3.791 3.430 1.109  0.568
104 H 4.578 1.855 0.987  0.341
105 H 1.205 3.738 -0.464  -0.182
106 H 1.365 3.641 -2.221  0.117
107 H 2.406 4.725 -1.293  0.552
108 H 5.444 1.979 -2.078  0.303
109 H 5.243 3.654 -1.558  0.406
110 H 4.492 3.107 -3.053  0.287

Output
E_HOMO in eV: -10.190
Charge: +1
HOMO-LUMO gap in eV: 7.57
Energy above the lowest of the compared OMol25 structures with the same formula, charge and spin in kcal/mol: 7.13
Lowest unoccupied orbital energy in hartree: -0.09612